Entry 1:
ORCA calculation (wB97M-V/def2-TZVPD) on H10NiO13S2 as an isolated structure in a non-equilibrium geometry.

As for the charge: -2. The calculated total energy comes out at -89492.8852 eV. The molar mass is 340.9 g mol⁻¹. The HOMO-LUMO gap (spin up / spin down) is 3.3 / 3.3 eV. Its spin multiplicity is 3. For the energy above the lowest of the compared OMol25 structures with the same formula, charge and spin, the calculation gives 1.4898 eV. The expectation value of S² is 2.003. The HOMO energy (spin up / spin down) comes out at 0.28 / 0.29 eV.

```
26
H10NiO13S2 (wB97M-V/def2-TZVPD)
Ni -0.285 0.566 0.591
S 2.647 -0.433 -0.203
S -1.371 -1.945 -1.244
O 1.482 0.425 -0.209
O 0.688 0.294 -2.908
O 0.212 1.682 2.353
O -1.715 -3.029 -0.359
O -0.978 -0.732 -0.593
O 0.212 -1.137 1.844
O -0.508 2.264 -0.706
O -2.279 0.812 1.316
O -0.204 -2.356 -2.047
O 2.350 -1.500 -1.135
O 3.856 0.301 -0.663
O 2.933 -0.959 1.144
O -2.421 -1.775 -2.243
H 1.105 1.985 2.514
H -0.257 -1.607 2.533
H 0.795 0.306 -1.957
H -1.216 2.463 -1.318
H -0.244 0.123 -3.042
H -2.823 0.700 2.096
H -2.880 1.147 0.650
H 0.788 -1.795 1.454
H -0.152 1.531 3.225
H 0.267 2.669 -1.095
```

Atomic partial charges in e from the Löwdin method, atoms 1 to 5: number 1, Ni, carries 0.6275; number 2, S, carries 0.1734; number 3, S, carries 0.1159; number 4, O, carries -0.4256; number 5, O, carries -0.0738

Entry 2:
ORCA calculation (wB97M-V/def2-TZVPD) on C41H41BCrO2P2 as an isolated structure in a non-equilibrium geometry.

The calculated total energy comes out at -94947.5114 eV. The molar mass is 690.5 g mol⁻¹. The HOMO-LUMO gap (spin up / spin down) is 5.7 / 4.4 eV. Its spin multiplicity is 5. For the energy above the lowest of the compared OMol25 structures with the same formula, charge and spin, the calculation gives 0.9945 eV. The expectation value of S² is 6.480. The HOMO energy (spin up / spin down) comes out at -5.77 / -4.42 eV.

```
88
C41H41BCrO2P2 (wB97M-V/def2-TZVPD)
Cr -0.330 0.772 0.785
P 1.509 -0.283 0.011
P -1.530 0.532 -1.190
O 1.806 3.476 1.383
O 0.251 3.125 3.128
C -3.959 -0.866 -0.947
C -0.801 3.379 -4.024
C 2.353 -2.072 2.075
C -5.544 -0.554 0.858
C -0.658 2.453 -2.995
C -0.373 -4.258 -2.895
C 1.282 -1.364 1.512
C 1.966 6.030 4.573
C 1.049 -2.460 4.079
C -3.172 0.181 -0.456
C 2.094 4.282 2.437
C -3.180 2.961 -4.081
C 0.928 -4.110 -2.046
C -0.129 -3.969 0.216
C -3.663 0.950 0.625
C 2.232 -2.618 3.356
C 2.842 6.269 3.519
C 0.879 -0.864 -1.553
C 0.796 -3.573 -0.657
C -0.643 3.040 0.651
C 2.927 5.385 2.433
C -0.411 -0.623 -1.971
C -1.786 1.779 -2.487
C 1.169 4.057 3.495
C 0.048 -1.251 2.220
C -0.040 -1.788 3.509
C 5.408 -0.582 -1.153
C -5.107 -1.275 -0.260
C 3.245 -0.007 -0.230
C -2.390 -4.837 -0.568
C 5.125 1.473 0.106
C 1.112 4.920 4.575
C 3.780 1.180 0.293
C 4.056 -0.889 -0.970
C 5.945 0.591 -0.607
C -1.565 -3.431 -2.508
C -3.053 2.042 -3.041
C -2.438 -3.702 -1.533
C -2.062 3.642 -4.569
C -0.993 -5.171 -0.007
C -4.848 0.590 1.267
B 0.511 2.887 1.723
H -3.389 -3.166 -1.492
H 3.074 -3.164 3.780
H -0.258 -3.474 1.180
H 1.605 -2.923 -0.339
H -3.114 1.827 0.964
H -3.640 -1.354 -1.869
H -2.168 4.379 -5.363
H 5.526 2.397 0.515
H 3.483 7.155 3.523
H -4.163 3.146 -4.516
H 3.275 -2.205 1.507
H -3.055 -4.573 0.272
H -2.812 -5.744 -1.038
H 0.082 3.893 -4.400
H -0.502 -5.881 -0.690
H -0.107 -3.956 -3.924
H -0.891 -0.873 1.717
H 6.999 0.819 -0.753
H 6.033 -1.271 -1.724
H -6.428 -0.873 1.410
H 0.974 -2.860 5.092
H 3.127 1.857 0.846
H 1.629 -3.464 -2.600
H -1.788 -2.615 -3.203
H 0.394 4.740 5.371
H 3.590 5.553 1.584
H -5.664 -2.152 -0.599
H 0.338 2.230 -2.603
H -1.637 3.237 1.089
H -5.220 1.200 2.094
H -0.627 -5.330 -2.957
H -0.745 2.293 -0.212
H -3.926 1.512 -2.662
H 1.618 -1.264 -2.252
H 3.630 -1.800 -1.392
H 1.935 6.717 5.421
H -0.958 -1.672 4.086
H 1.385 -5.116 -1.996
H -0.406 3.948 0.072
H -0.704 -0.933 -2.975
H -1.139 -5.685 0.954
```

Atomic partial charges in e from the Löwdin method, atoms 1 to 5: number 1, Cr, carries 0.1546; number 2, P, carries 0.9713; number 3, P, carries 0.9665; number 4, O, carries 0.0617; number 5, O, carries 0.1050

Entry 3:
ORCA calculation (wB97M-V/def2-TZVPD) on an isolated molecule of C4H12N2S in a non-equilibrium geometry.

The calculated total energy comes out at -18155.6858 eV. The molar mass is 120.2 g mol⁻¹. The HOMO-LUMO gap is 9.4 eV. For the energy above the lowest of the compared OMol25 structures with the same formula, charge and spin, the calculation gives 2.3328 eV. The SMILES is CN[C@@H](CN)CS. The HOMO energy comes out at -8.55 eV.

```
19
C4H12N2S (wB97M-V/def2-TZVPD)
S 1.354 0.751 2.563
N 1.084 1.780 -0.579
N -0.369 -1.610 -0.232
C 0.584 -0.504 -0.001
C 0.122 0.060 1.384
C 0.472 0.580 -1.173
C -1.862 -1.348 -0.233
H 0.467 2.371 0.057
H -0.234 -0.764 2.020
H -0.075 -1.879 -1.267
H 1.141 0.354 -1.984
H -0.463 0.511 -1.480
H 2.067 1.352 1.518
H 1.485 2.355 -1.384
H -2.239 -0.980 0.731
H -2.391 -2.272 -0.582
H 1.601 -0.924 -0.040
H -0.583 0.847 1.574
H -2.162 -0.679 -0.894
```

Atomic partial charges in e from the Löwdin method, atoms 1 to 5: number 1, S, carries 0.6383; number 2, N, carries -0.0449; number 3, N, carries -0.1169; number 4, C, carries -0.3650; number 5, C, carries -0.5498

Entry 4:
ORCA calculation (wB97M-V/def2-TZVPD) on a 2-piece molecular cluster, C15H18 overall in a non-equilibrium geometry.

The calculated total energy comes out at -15846.7089 eV. The molar mass is 198.3 g mol⁻¹. The HOMO-LUMO gap is 9.8 eV. For the energy above the lowest of the compared OMol25 structures with the same formula, charge and spin, the calculation gives 0.2706 eV. The SMILES is CCc1ccccc1.Cc1ccccc1. The HOMO energy comes out at -8.92 eV.

```
33
C15H18 (wB97M-V/def2-TZVPD)
C -1.548 3.297 0.949
C -3.610 -0.314 0.006
C -3.101 -1.269 -1.037
C -2.695 1.339 1.641
C 2.377 -0.439 -1.780
C 3.049 -0.052 -0.636
C 4.009 -0.531 1.629
C 2.365 -2.692 -1.038
C 2.072 -1.765 -2.012
C -1.319 2.687 -0.277
C -2.169 2.598 1.961
C -2.658 0.809 0.369
C 3.336 -0.984 0.358
C -1.858 1.451 -0.592
C 2.896 -2.287 0.178
H -3.889 -0.811 0.942
H 3.330 0.971 -0.414
H -2.953 -0.742 -1.981
H 3.706 0.481 1.880
H 3.823 -1.279 2.411
H 2.148 0.319 -2.526
H -4.523 0.172 -0.329
H -2.246 3.012 2.954
H -1.146 4.300 1.074
H -2.111 -1.672 -0.825
H -3.165 0.787 2.451
H 5.099 -0.642 1.546
H 3.007 -2.954 1.024
H 1.557 -2.054 -2.915
H 2.195 -3.742 -1.255
H -3.765 -2.109 -1.259
H -0.659 3.156 -0.992
H -1.555 0.959 -1.504
```

Atomic partial charges in e from the Löwdin method, atoms 1 to 5: number 1, C, carries -0.1095; number 2, C, carries -0.2144; number 3, C, carries -0.1153; number 4, C, carries -0.0582; number 5, C, carries -0.0972

Entry 5:
ORCA calculation (wB97M-V/def2-TZVPD) on a 2-piece molecular cluster, BrH2O2PS overall in a non-equilibrium geometry.

The calculated total energy comes out at -94294.6432 eV. The molar mass is 177.0 g mol⁻¹. The HOMO-LUMO gap is 9.6 eV. For the energy above the lowest of the compared OMol25 structures with the same formula, charge and spin, the calculation gives 1.6895 eV. The SMILES is O=P(O)=S.Br. The HOMO energy comes out at -10.27 eV.

```
7
BrH2O2PS (wB97M-V/def2-TZVPD)
Br -0.504 0.739 3.374
S 1.607 1.049 -1.903
P 0.318 0.143 -0.752
O -0.322 0.608 0.454
O -0.149 -1.309 -1.302
H -1.088 0.591 2.245
H 0.137 -1.822 -2.116
```

Atomic partial charges in e from the Löwdin method, atoms 1 to 5: number 1, Br, carries 0.4661; number 2, S, carries 0.2697; number 3, P, carries 0.2293; number 4, O, carries -0.4054; number 5, O, carries -0.2446

Entry 6:
ORCA calculation (wB97M-V/def2-TZVPD) on C21H45O2P3Re as an isolated structure in a non-equilibrium geometry.

As for the charge: +4. The calculated total energy comes out at -56553.3675 eV. The molar mass is 608.7 g mol⁻¹. The HOMO-LUMO gap (spin up / spin down) is 6.3 / 4.8 eV. Its spin multiplicity is 4. For the energy above the lowest of the compared OMol25 structures with the same formula, charge and spin, the calculation gives 0.0000 eV. The expectation value of S² is 3.786. The HOMO energy (spin up / spin down) comes out at -20.13 / -20.45 eV.

```
72
C21H45O2P3Re (wB97M-V/def2-TZVPD)
Re 0.822 1.264 0.249
P 2.113 -0.290 1.314
P 2.256 2.986 0.479
P -1.769 -3.372 -0.522
O -0.939 1.520 1.488
O -1.729 -1.881 -1.152
C 1.408 1.189 -1.638
C 1.267 -1.699 2.145
C -2.946 2.460 2.262
C -2.185 2.086 0.992
C -2.520 1.379 3.251
C 4.048 2.722 0.145
C -2.811 -0.888 -3.035
C 2.255 3.706 2.154
C -1.719 -1.595 -2.537
C -3.033 -0.924 -4.417
C -1.209 0.808 2.719
C 0.033 1.838 -1.508
C -0.951 -2.116 -4.744
C -2.014 -2.983 1.201
C 3.099 0.282 2.764
C 3.283 -1.245 0.271
C -2.136 -1.591 -5.252
C -0.722 -2.111 -3.361
C 1.986 4.497 -0.532
C -3.227 -4.185 -1.171
C -0.111 -4.026 -0.759
H -2.726 1.308 0.430
H 2.208 1.814 -2.053
H 3.883 0.994 2.476
H -0.068 2.916 -1.709
H 1.924 -2.144 2.906
H -2.614 3.448 2.608
H -3.913 -0.428 -4.814
H -2.640 -3.765 1.671
H -0.803 1.238 -1.907
H -0.360 0.974 3.403
H -1.955 2.932 0.325
H -4.027 2.496 2.093
H 1.247 5.140 -0.035
H -2.499 -1.997 1.246
H 0.242 -4.414 0.207
H 4.117 -1.615 0.883
H 0.352 -1.361 2.644
H -3.554 -4.986 -0.489
H -1.031 -2.969 1.690
H -0.234 -0.314 -0.283
H -1.315 -0.262 2.493
H 1.386 0.202 -2.122
H -2.396 1.766 4.260
H -4.044 -3.447 -1.242
H 2.922 5.068 -0.617
H 1.542 3.176 2.802
H 1.017 -2.461 1.397
H -3.036 -4.627 -2.160
H 1.641 4.274 -1.549
H 3.554 -0.592 3.251
H -2.355 -1.656 -6.321
H -3.482 -0.402 -2.332
H 0.173 -2.560 -2.936
H 4.177 1.922 -0.592
H 2.752 -2.100 -0.171
H 0.577 -3.227 -1.082
H 3.669 -0.613 -0.537
H -0.200 -2.578 -5.396
H 4.564 2.473 1.079
H 1.968 4.764 2.083
H 3.265 3.643 2.586
H 4.477 3.651 -0.257
H 2.419 0.761 3.481
H -0.110 -4.851 -1.489
H -3.263 0.579 3.274
```

Atomic partial charges in e from the Löwdin method, atoms 1 to 5: number 1, Re, carries 1.1698; number 2, P, carries 0.6759; number 3, P, carries 0.6724; number 4, P, carries 0.8602; number 5, O, carries -0.3706